Entry 1:
The following is a quantum chemistry calculation of a structure of composition C10H30BaN3O14 at a distorted geometry, from the OMol25 dataset.

Each line ends with the Mulliken charge.
Cartesian coordinates (Å):
Ba: 0.171 -0.495 -0.582  1.39
N: 0.401 0.479 -3.897  0.86
O: 0.543 -0.044 -5.043  -0.65
O: 1.335 1.065 -3.308  -0.55
O: -0.552 0.238 -3.249  -0.54
N: -2.502 -3.267 -1.851  0.66
O: -2.370 -3.587 -3.031  -0.57
O: -3.504 -3.541 -1.195  -0.67
O: -1.679 -2.512 -1.303  -0.48
N: 1.940 -2.843 -3.396  0.67
O: 1.278 -3.165 -4.376  -0.56
O: 1.431 -2.044 -2.629  -0.45
O: 3.106 -3.321 -3.249  -0.71
C: 4.788 0.873 -1.486  -1.15
C: 3.974 0.864 -0.236  -0.26
O: 2.911 -0.122 -0.397  -0.07
H: 5.095 -0.119 -1.818  0.37
H: 5.666 1.460 -1.215  0.37
H: 4.165 1.246 -2.299  0.26
H: 3.555 1.861 -0.099  0.14
H: 4.672 0.627 0.567  0.33
H: 3.409 -0.943 -0.418  0.09
C: -0.404 -3.018 2.416  -0.76
C: 0.345 -3.706 1.255  -0.45
O: 1.013 -2.731 0.638  -0.12
H: -1.016 -2.183 2.075  -0.07
H: 0.176 -2.674 3.273  0.31
H: -0.971 -3.867 2.798  0.42
H: -0.392 -4.232 0.648  0.20
H: 1.083 -4.390 1.674  0.40
H: 1.961 -2.862 0.560  0.05
C: -4.864 0.955 -0.199  -1.29
C: -3.509 1.188 -0.923  -0.28
O: -2.641 0.265 -0.323  0.08
H: -5.122 -0.088 -0.380  0.43
H: -5.706 1.631 -0.348  0.36
H: -4.708 1.040 0.877  0.29
H: -3.098 2.197 -0.895  0.27
H: -3.508 1.018 -1.999  0.29
H: -3.203 -0.482 -0.102  0.03
C: -0.906 1.435 4.126  -1.46
C: -1.252 0.667 2.845  0.23
O: 0.009 0.349 2.250  -0.06
H: -1.765 1.575 4.782  0.38
H: -0.435 2.404 3.956  0.29
H: -0.237 0.835 4.742  0.43
H: -1.907 1.266 2.211  0.03
H: -1.706 -0.260 3.195  0.28
H: 0.575 0.251 3.020  0.06
C: 0.035 3.946 0.899  -1.14
C: 1.060 3.078 0.184  -0.17
O: 0.486 2.265 -0.821  -0.06
H: 0.169 4.290 1.925  0.32
H: -0.925 3.432 0.955  0.16
H: -0.154 4.797 0.245  0.38
H: 1.530 2.377 0.874  0.14
H: 1.789 3.709 -0.323  0.44
H: 0.359 2.815 -1.597  0.08

Output
Charge: -1
Calculated total energy, eV: -44677.3154
LUMO, eV: 1.3
Relative energy (zero: lowest compared OMol25 entry of this formula, charge and spin), kJ/mol: 224.92
Gap between HOMO and LUMO, Eh: 0.2064

---

Entry 2:
The following is a quantum chemistry calculation of a structure of composition C16H42BInN2O5 at a distorted geometry, from the OMol25 dataset.

Each line ends with the Mulliken charge.
Cartesian coordinates (Å):
C: 2.470 -0.587 5.301  -0.83
C: 1.440 -1.835 5.649  0.05
O: 1.643 -3.031 4.812  -0.41
C: 0.362 -3.587 4.326  -0.60
C: -0.189 -2.646 3.059  0.53
C: -1.254 -3.446 2.084  -0.90
C: -1.757 -2.324 0.951  0.12
C: -3.020 -1.435 1.556  -0.92
In: -2.240 0.658 1.953  0.89
N: -0.354 0.735 2.966  -0.44
C: -2.186 1.911 0.068  -1.04
C: -1.173 1.369 -1.103  -0.07
O: -0.165 2.418 -1.327  -0.38
C: 1.191 1.869 -1.482  -0.03
C: 1.791 1.144 -0.120  -0.34
C: -3.740 1.711 3.359  -0.78
B: -2.994 2.232 4.765  0.49
O: -3.209 1.597 6.094  -0.57
O: -2.078 3.403 4.736  -0.60
H: 1.974 0.481 5.488  0.24
H: 3.411 -0.651 6.021  0.29
H: 2.809 -0.603 4.177  0.19
H: 1.594 -2.088 6.785  0.29
H: 0.346 -1.416 5.508  0.00
H: -0.445 -3.491 5.183  0.27
H: 0.490 -4.711 3.953  0.27
H: 0.705 -2.228 2.422  0.12
H: -0.827 -1.787 3.588  -0.24
H: -0.714 -4.338 1.552  0.34
H: -2.255 -3.766 2.647  0.24
H: -2.115 -2.845 -0.042  0.24
H: -0.840 -1.634 0.677  -0.14
H: -3.489 -1.975 2.489  0.25
H: -3.888 -1.349 0.756  0.24
H: -0.505 0.342 3.944  0.05
H: 0.365 0.141 2.483  -0.07
H: -3.283 2.009 -0.350  0.19
H: -1.847 3.004 0.390  0.24
H: -0.741 0.295 -0.929  0.29
H: -1.829 1.296 -2.098  0.16
H: 1.906 2.805 -1.677  0.23
H: 1.321 1.188 -2.454  -0.07
H: 2.063 1.889 0.740  0.25
H: 2.775 0.559 -0.450  0.32
H: 1.057 0.319 0.326  -0.20
H: -4.612 0.983 3.687  0.11
H: -4.196 2.651 2.833  0.17
H: -2.442 0.985 6.307  0.28
H: -1.337 3.180 4.095  0.31
C: 2.190 1.228 -7.842  -1.43
C: 2.119 -0.117 -7.134  0.17
C: 0.837 -0.302 -6.308  -0.67
O: 0.930 0.457 -5.094  -0.32
C: 0.247 1.710 -5.139  -0.46
N: 3.274 -0.203 -6.183  -0.28
H: 2.331 2.058 -7.146  0.39
H: 3.032 1.246 -8.543  0.42
H: 1.276 1.413 -8.416  0.35
H: 2.233 -0.929 -7.860  0.36
H: 0.769 -1.353 -6.003  0.36
H: -0.069 -0.077 -6.882  0.41
H: -0.601 1.704 -5.829  0.35
H: 0.953 2.493 -5.421  0.26
H: -0.120 1.933 -4.134  0.01
H: 4.158 0.137 -6.576  0.36
H: 3.410 -1.160 -5.840  0.36
H: 3.039 0.365 -5.350  0.32

Output
Charge: 0
Calculated total energy, eV: -36331.7830
LUMO, eV: -2.1
Gap between HOMO and LUMO, Eh: 0.1518

---

Entry 3:
The following is a quantum chemistry calculation of the molecule C4H9N at a distorted geometry, from the OMol25 dataset.

Each line ends with the natural charge from an NBO analysis.
Cartesian coordinates (Å):
C: 1.443 -1.279 -1.723  -0.39
C: 1.082 -0.173 -1.047  -0.18
C: 0.357 -0.256 0.323  -0.26
N: -0.824 0.623 0.159  -0.62
C: -1.571 0.838 1.427  -0.43
H: 1.880 -1.255 -2.674  0.19
H: 1.393 -2.282 -1.429  0.19
H: 1.301 0.798 -1.607  0.20
H: 1.061 -0.065 1.102  0.18
H: -0.142 -1.261 0.371  0.20
H: -0.475 1.544 -0.167  0.35
H: -2.437 0.260 1.388  0.19
H: -2.138 1.865 1.547  0.20
H: -0.930 0.643 2.330  0.18

Output
Charge: 0
Calculated total energy, eV: -5782.0428
LUMO, eV: 1.2
Relative energy (zero: lowest compared OMol25 entry of this formula, charge and spin), kJ/mol: 170.70
Gap between HOMO and LUMO, Eh: 0.3787

---

Entry 4:
The following is a quantum chemistry calculation of a structure of composition C16H37InNO7S, from the OMol25 dataset.

Each line ends with the Mulliken charge.
Cartesian coordinates (Å):
C: 3.807 0.162 3.382  -1.24
C: 3.178 0.454 2.014  0.06
C: 1.660 0.261 2.085  -0.54
O: 1.088 1.342 2.776  -0.69
In: -0.593 2.189 1.955  0.93
N: -2.198 1.704 3.427  -0.58
C: -2.438 0.549 3.468  0.38
S: -2.813 -1.024 3.442  -0.45
H: 4.122 -0.879 3.459  0.33
H: 4.673 0.801 3.562  0.33
H: 3.081 0.378 4.164  0.31
H: 3.317 1.516 1.806  0.18
H: 3.618 -0.167 1.231  0.11
H: 1.241 0.119 1.080  0.36
H: 1.466 -0.656 2.665  0.24
H: -1.090 1.405 0.465  -0.32
H: -0.420 3.924 1.792  -0.35
C: -8.068 0.127 -2.716  -0.78
O: -8.063 0.499 -1.362  -0.23
C: -9.337 0.387 -0.759  -0.58
C: -9.219 0.268 0.745  -0.37
O: -8.853 -1.022 1.197  -0.46
C: -7.485 -1.393 1.053  -0.44
C: -6.553 -0.738 2.045  -0.42
O: -6.268 0.590 1.647  -0.21
C: -5.855 1.395 2.734  -0.59
H: -8.728 0.775 -3.309  0.32
H: -7.050 0.228 -3.087  0.24
H: -8.389 -0.915 -2.840  0.32
H: -9.866 -0.493 -1.148  0.34
H: -9.925 1.286 -0.999  0.40
H: -10.216 0.441 1.159  0.39
H: -8.551 1.036 1.141  0.18
H: -7.135 -1.226 0.032  0.20
H: -7.467 -2.468 1.243  0.38
H: -5.613 -1.301 2.085  0.29
H: -7.014 -0.749 3.042  0.34
H: -6.654 1.460 3.486  0.35
H: -5.654 2.393 2.349  0.23
H: -4.949 1.004 3.198  0.05
C: 4.213 -0.944 -4.266  -0.76
O: 5.318 -0.387 -3.595  -0.28
C: 4.927 0.408 -2.487  -0.53
C: 6.056 0.551 -1.494  -0.51
O: 6.241 -0.582 -0.664  -0.37
C: 6.854 -1.723 -1.234  -0.46
C: 8.346 -1.590 -1.432  -0.59
O: 8.644 -0.831 -2.592  -0.27
C: 9.930 -0.263 -2.547  -0.77
H: 3.558 -0.166 -4.676  0.32
H: 4.597 -1.549 -5.086  0.23
H: 3.625 -1.585 -3.598  0.33
H: 4.063 -0.041 -1.982  0.35
H: 4.641 1.406 -2.848  0.41
H: 5.783 1.357 -0.810  0.44
H: 6.984 0.836 -1.996  0.21
H: 6.365 -2.018 -2.166  0.21
H: 6.693 -2.520 -0.505  0.41
H: 8.781 -2.593 -1.546  0.40
H: 8.784 -1.116 -0.545  0.36
H: 10.032 0.417 -1.693  0.33
H: 10.071 0.304 -3.465  0.23
H: 10.708 -1.034 -2.482  0.32

Output
Charge: -1
Calculated total energy, eV: -49021.4008
LUMO, eV: 2.3
Gap between HOMO and LUMO, Eh: 0.2809

---

Entry 5:
The following is a quantum chemistry calculation of a cluster of 3 separate species, C15H36F2NO9PS in total at a distorted geometry, from the OMol25 dataset.

Each line ends with the natural charge from an NBO analysis.
Cartesian coordinates (Å):
C: -4.874 -3.442 2.297  -0.67
C: -3.770 -3.860 3.469  0.20
F: -4.403 -4.415 4.695  -0.38
C: -2.835 -2.558 3.943  -0.31
N: -1.405 -2.951 3.644  -0.94
P: -0.350 -1.553 3.315  1.53
O: -0.473 -0.360 4.344  -1.03
S: -0.740 -4.045 4.832  2.24
O: -1.204 -3.761 6.288  -0.78
O: 0.835 -4.050 4.848  -0.82
F: -1.201 -5.683 4.429  -0.46
H: -4.680 -2.360 1.888  0.22
H: -5.944 -3.562 2.775  0.25
H: -4.775 -4.226 1.415  0.23
H: -3.055 -4.642 2.967  0.19
H: -3.196 -1.619 3.303  0.25
H: -3.031 -2.299 5.085  0.28
H: 1.037 -2.018 3.192  0.01
H: -0.708 -1.008 2.007  -0.02
C: 3.298 -3.367 -2.874  -0.25
O: 3.520 -2.049 -2.401  -0.55
C: 2.317 -1.287 -2.303  -0.10
C: 2.403 -0.292 -1.141  -0.09
O: 2.246 -0.895 0.151  -0.55
C: 3.326 -1.726 0.599  -0.08
C: 4.601 -0.949 0.940  -0.10
O: 5.277 -0.555 -0.254  -0.55
C: 5.974 0.667 -0.109  -0.25
H: 2.980 -3.347 -3.920  0.17
H: 4.238 -3.921 -2.795  0.20
H: 2.551 -3.879 -2.258  0.16
H: 1.447 -1.940 -2.160  0.17
H: 2.202 -0.740 -3.245  0.18
H: 1.565 0.408 -1.237  0.18
H: 3.313 0.308 -1.185  0.20
H: 3.516 -2.536 -0.108  0.20
H: 2.965 -2.197 1.520  0.18
H: 5.284 -1.592 1.506  0.18
H: 4.343 -0.077 1.551  0.18
H: 5.314 1.461 0.254  0.16
H: 6.359 0.966 -1.089  0.19
H: 6.820 0.542 0.576  0.17
C: -4.508 3.108 -3.235  -0.25
O: -3.165 2.863 -2.852  -0.55
C: -2.250 2.977 -3.941  -0.10
C: -0.895 3.499 -3.453  -0.09
O: -0.884 4.906 -3.166  -0.54
C: -1.619 5.321 -2.007  -0.09
C: -0.983 4.884 -0.684  -0.10
O: -1.223 3.496 -0.452  -0.55
C: -0.175 2.873 0.265  -0.25
H: -4.866 2.310 -3.891  0.17
H: -5.123 3.132 -2.331  0.19
H: -4.599 4.079 -3.732  0.17
H: -2.641 3.648 -4.717  0.18
H: -2.125 1.976 -4.366  0.17
H: -0.172 3.366 -4.267  0.19
H: -0.517 2.924 -2.608  0.19
H: -2.666 5.020 -2.078  0.19
H: -1.610 6.416 -2.037  0.19
H: -1.438 5.438 0.145  0.18
H: 0.091 5.097 -0.709  0.18
H: 0.791 3.032 -0.223  0.16
H: -0.368 1.795 0.294  0.19
H: -0.142 3.251 1.292  0.17

Output
Charge: 0
Calculated total energy, eV: -61607.2180
LUMO, eV: -1.4
Gap between HOMO and LUMO, Eh: 0.2907